No. 1
Entry from the OMol25 dataset: a structure of composition C22H22DyNO3 in a non-equilibrium geometry (ωB97M-V/def2-TZVPD).

CARTESIAN COORDINATES (ANGSTROEM)
C1 -0.88125 1.97219 -0.37550
C2 -0.49216 1.50186 -1.69506
C3 -1.43412 0.54724 -2.10460
H1 0.32969 1.82840 -2.32265
C4 -2.37899 0.35342 -1.03396
C5 -2.01865 1.24856 0.01970
H2 -2.56049 1.52758 0.90896
H3 -0.58287 2.87339 0.14069
H4 -1.29701 -0.02720 -3.02006
H5 -3.16515 -0.40578 -0.98379
C6 2.32343 -0.82228 0.69244
C7 2.12777 0.57934 0.67172
C8 1.14749 0.91227 1.65961
H6 2.79818 1.23678 0.15218
C9 0.71491 -0.28800 2.27308
C10 1.45868 -1.38172 1.67855
H7 1.26103 -2.44654 1.84909
H8 2.98365 -1.28645 -0.03397
H9 0.99081 1.91363 2.05034
H10 0.02720 -0.33556 3.11952
Dy1 -0.06005 -0.45536 -0.18677
O1 -1.37851 -3.49388 -0.82161
C11 -1.45741 -3.89391 -2.19771
C12 -2.53090 -4.38788 -1.27764
H11 -1.71469 -3.05598 -2.88596
H12 -0.72921 -4.65745 -2.56358
H13 -3.49516 -3.83955 -1.38071
H14 -4.66786 -6.04009 -1.45436
C13 -3.80494 -6.54803 -1.02647
C14 -2.60916 -5.80163 -0.85101
C15 -1.47587 -6.47995 -0.35639
H15 -0.53179 -5.94248 -0.22673
C16 -1.56184 -7.82752 -0.00079
H16 -0.68088 -8.31613 0.41487
C17 -2.75323 -8.54316 -0.16236
H17 -2.80047 -9.60050 0.11822
C18 -3.87792 -7.89498 -0.68752
H18 -4.80375 -8.44765 -0.82622
O2 3.32494 3.15927 1.11662
C19 2.72922 3.71349 0.16615
C20 3.12608 5.12422 -0.31114
C21 2.08186 5.44714 -1.34794
C22 1.19918 4.19813 -1.36193
O3 0.15153 4.17704 -2.01043
N1 1.72186 3.22535 -0.57684
H19 3.14011 5.81441 0.53979
H20 4.11830 5.01692 -0.75409
H21 1.45267 6.30557 -1.07807
H22 2.47534 5.56003 -2.36868

Computed properties:
multiplicity: 6
HOMO (spin up / spin down): -0.281 / -0.281 Ha
total charge: 0
calculated total energy: -54882.7829 eV
maximum force: 2.13 eV/Å

---

No. 2
Entry from the OMol25 dataset: the molecule C22H22FN5O3S in a non-equilibrium geometry (ωB97M-V/def2-TZVPD).

CARTESIAN COORDINATES (ANGSTROEM)
O1 -1.34997 -1.86648 -1.69992
C1 -1.72700 -1.85989 -0.54071
N1 -1.00877 -2.43559 0.45462
H1 -1.22984 -2.18715 1.40622
C2 0.29068 -3.00941 0.19563
C3 1.34996 -2.29457 0.94790
N2 2.39592 -2.77988 1.53121
N3 3.01126 -1.76571 2.16880
C4 2.30122 -0.70778 1.94381
O2 1.23376 -0.96430 1.15953
S1 2.56583 0.89330 2.53716
C5 0.82726 1.41541 2.83646
C6 -0.15478 1.22916 1.68451
O3 -1.06581 0.42503 1.80093
N4 -0.00971 2.01697 0.60867
C7 1.05245 2.97196 0.37031
H2 1.91825 2.72648 0.98266
C8 1.42959 2.90886 -1.13070
N5 1.18776 1.59795 -1.67358
C9 2.10289 0.56687 -1.49098
C10 1.88305 -0.67771 -2.09341
C11 2.78742 -1.70995 -1.93999
C12 3.94489 -1.53766 -1.19913
C13 4.19278 -0.30133 -0.63204
C14 3.29171 0.73824 -0.77651
H3 3.53050 1.68018 -0.30846
H4 5.09008 -0.14162 -0.05221
H5 4.63958 -2.35169 -1.06623
H6 2.58784 -2.66162 -2.41165
H7 1.00242 -0.84472 -2.69331
C15 -0.23279 1.31652 -1.72786
H8 -0.65877 1.75487 -2.63912
C16 -0.94494 1.91511 -0.49292
H9 -1.77505 1.28232 -0.17932
H10 -1.32545 2.91928 -0.70722
H11 -0.39483 0.24170 -1.75619
H12 0.81191 3.61067 -1.70033
H13 2.47120 3.19424 -1.27476
H14 0.71098 3.98228 0.63195
H15 0.45814 0.83258 3.68131
H16 0.90130 2.46375 3.12431
H17 0.32359 -4.06729 0.47526
H18 0.46384 -2.91677 -0.88429
C17 -3.01885 -1.23968 -0.13242
C18 -3.60341 -0.34629 -1.02889
C19 -4.79222 0.28793 -0.72735
C20 -5.39912 0.00693 0.48374
C21 -4.85766 -0.89640 1.38126
C22 -3.66454 -1.51991 1.06850
H19 -3.26074 -2.23981 1.76297
H20 -5.37091 -1.10079 2.30755
F1 -6.55681 0.62202 0.79421
H21 -5.24960 0.98601 -1.41034
H22 -3.10652 -0.16263 -1.96966

Computed properties:
HOMO: -0.285 Ha
total charge: 0
calculated total energy: -50317.0970 eV
structure (SMILES): O=C(NCc1nnc(SCC(=O)N2CCN(c3ccccc3)CC2)o1)c1ccc(F)cc1
maximum force: 1.65 eV/Å

---

No. 3
Entry from the OMol25 dataset: a structure of composition C22H22FeN2O in a non-equilibrium geometry (ωB97M-V/def2-TZVPD).

CARTESIAN COORDINATES (ANGSTROEM)
C1 -6.03820 1.77532 1.08076
O1 -5.55063 0.40892 1.04533
C2 -4.20651 0.22432 1.01409
C3 -3.71279 -1.10594 1.04678
C4 -2.36364 -1.34400 1.08684
C5 -1.40822 -0.27474 1.09094
C6 -0.03928 -0.53655 1.20053
C7 0.96973 0.50111 1.15819
C8 1.62077 1.16311 2.30093
C9 2.39914 2.26809 1.80213
C10 2.28923 2.28569 0.35299
C11 1.44312 1.19201 -0.05002
Fe1 2.95850 0.54111 1.02227
C12 4.31911 -0.25487 -0.17224
C13 3.43496 -1.26771 0.38317
C14 3.50330 -1.17381 1.83394
C15 4.42835 -0.10222 2.17175
C16 4.93214 0.46403 0.93227
C17 -1.93596 1.05898 1.01376
C18 -3.28921 1.30250 0.98344
H1 -7.12058 1.65502 1.10484
H2 -5.68833 2.30306 1.98032
H3 -5.73232 2.33333 0.18370
H4 -4.44269 -1.91097 1.05702
H5 -1.98817 -2.36561 1.12358
H6 0.28509 -1.56132 1.39150
H7 1.43545 0.87525 3.33451
H8 2.91806 3.00797 2.40602
H9 2.70773 3.04596 -0.30090
H10 1.09542 0.91426 -1.04472
H11 4.55441 -0.12960 -1.22468
H12 2.90645 -2.02848 -0.18377
H13 3.02757 -1.84990 2.53821
H14 4.74653 0.17072 3.17445
H15 5.69700 1.23044 0.84616
H16 -1.24918 1.90368 1.00347
H17 -3.66027 2.32689 0.95637
C19 -0.57132 -3.17969 -2.71187
C20 -0.35307 -1.89860 -3.39059
N1 -0.64840 -1.69964 -4.71054
C21 -0.31087 -0.40996 -4.98598
C22 0.20604 0.17304 -3.79078
N2 0.16687 -0.76529 -2.79846
H18 -0.25431 -3.09819 -1.66874
H19 -1.63313 -3.45091 -2.75448
H20 -0.00054 -3.97307 -3.20965
H21 -0.42477 0.07301 -5.94873
H22 0.57743 1.18325 -3.67409

Computed properties:
multiplicity: 5
HOMO (spin up / spin down): 0.052 / -0.019 Ha
total charge: -2
calculated total energy: -62579.0419 eV
maximum force: 3.87 eV/Å

---

No. 4
Entry from the OMol25 dataset: a structure of composition C22H22InN4O3Te (ωB97M-V/def2-TZVPD).

CARTESIAN COORDINATES (ANGSTROEM)
In1 -0.20647 -0.59349 -0.28070
O1 -1.57090 -1.83608 -1.17399
C1 -2.51584 -2.55981 -0.58000
C2 -3.54743 -3.03881 -1.40313
C3 -4.53406 -3.86534 -0.91779
C4 -4.54590 -4.24283 0.42758
C5 -3.57476 -3.75481 1.26191
C6 -2.55521 -2.89480 0.80124
C7 -1.73898 -2.28828 1.81371
N1 -0.79958 -1.43662 1.59637
N2 -0.19807 -0.76766 2.62884
C8 0.02946 0.49705 2.34603
O2 -0.26263 1.05609 1.21012
C9 0.71864 1.29913 3.38965
C10 1.02764 0.73742 4.63056
C11 1.72271 1.47756 5.57077
C12 2.11045 2.78047 5.28587
C13 1.78501 3.34805 4.06310
C14 1.09014 2.61313 3.11614
H1 -3.53357 -2.74175 -2.44342
H2 -5.30876 -4.22675 -1.58126
H3 -5.32543 -4.88605 0.81044
H4 -3.59249 -4.01470 2.31384
H5 -1.97869 -2.50384 2.85478
H6 0.70322 -0.26947 4.84669
H7 1.96387 1.03463 6.52815
H8 2.66141 3.35277 6.02051
H9 2.07654 4.36761 3.84753
H10 0.81492 3.05661 2.16845
C15 2.78420 -2.33247 1.50282
Te1 2.57239 -0.40454 0.60370
C16 3.92169 -0.87831 -1.00105
H11 2.91105 -3.07681 0.72165
H12 1.88385 -2.52403 2.07896
H13 3.64779 -2.31370 2.16157
H14 4.90119 -1.07081 -0.57125
H15 3.98244 -0.01517 -1.65977
H16 3.57720 -1.74743 -1.55363
N3 0.01312 3.21203 -6.52042
C17 0.07458 3.64155 -5.24145
O3 0.22940 4.80084 -4.92971
C18 -0.05119 2.58505 -4.16064
C19 -0.16849 3.05299 -2.85631
C20 -0.24231 2.15455 -1.81291
N4 -0.19693 0.83360 -2.02832
C21 -0.10193 0.36700 -3.27686
C22 -0.02635 1.20967 -4.36822
H17 0.09132 3.89534 -7.25523
H18 -0.16696 2.26005 -6.77565
H19 -0.18934 4.12071 -2.68812
H20 -0.33035 2.47055 -0.78059
H21 -0.09555 -0.71006 -3.38948
H22 0.06395 0.77000 -5.35111

Computed properties:
HOMO: -0.392 Ha
total charge: +1
calculated total energy: -47735.9832 eV
maximum force: 0.73 eV/Å

---

No. 5
Entry from the OMol25 dataset: the molecule C22H22N2O in a non-equilibrium geometry (ωB97M-V/def2-TZVPD).

CARTESIAN COORDINATES (ANGSTROEM)
C1 3.14384 -1.90448 1.85287
C2 3.16157 -1.04321 0.58764
N1 4.12752 0.03867 0.75909
C3 3.65760 1.34533 1.09544
H1 4.53617 1.94129 1.36390
C4 2.88559 2.13483 -0.00864
C5 1.47819 1.69998 -0.17970
C6 0.38000 1.96278 0.57807
C7 -0.70919 1.26872 -0.02874
C8 -2.06423 1.12414 0.24596
C9 -2.82763 0.31490 -0.58077
C10 -2.24538 -0.33518 -1.67994
C11 -0.90762 -0.18877 -1.98450
C12 -0.15145 0.61672 -1.14834
O1 1.16911 0.89627 -1.24043
H2 -0.46331 -0.68235 -2.83347
H3 -2.86708 -0.94967 -2.31418
C13 -4.25952 0.13258 -0.29966
C14 -4.82506 -1.14191 -0.29732
C15 -6.16810 -1.31573 -0.03565
C16 -6.97059 -0.20548 0.23222
C17 -6.41430 1.07412 0.23284
C18 -5.06902 1.23368 -0.02325
H4 -4.63653 2.22299 -0.03424
H5 -7.04544 1.92733 0.43419
C19 -8.34484 -0.38052 0.50928
N2 -9.45902 -0.52555 0.74015
H6 -6.61020 -2.30309 -0.02936
H7 -4.19468 -1.99852 -0.48396
H8 -2.51008 1.60507 1.10258
H9 0.34301 2.57587 1.45583
H10 2.89818 3.18652 0.27893
H11 3.40864 2.02617 -0.95822
H12 3.01582 1.26391 1.97675
C20 5.16699 -0.04532 -0.24868
H13 6.12474 0.26136 0.18330
C21 5.14891 -1.50714 -0.67682
H14 5.68769 -2.11739 0.04805
H15 5.59328 -1.65489 -1.65937
C22 3.65516 -1.82384 -0.63811
H16 3.17262 -1.43880 -1.53773
H17 3.44790 -2.88935 -0.55784
H18 4.96710 0.59899 -1.11953
H19 2.14725 -0.66195 0.42321
H20 4.12694 -2.32982 2.02813
H21 2.87689 -1.29596 2.71357
H22 2.42258 -2.71330 1.75641

Computed properties:
HOMO: -0.295 Ha
total charge: 0
calculated total energy: -28198.6729 eV
structure (SMILES): C[C@@H]1CCCN1CCc1cc2cc(-c3ccc(C#N)cc3)ccc2o1
maximum force: 1.06 eV/Å

---

No. 6
Entry from the OMol25 dataset: the molecule C22H22N2O6 (ωB97M-V/def2-TZVPD).

CARTESIAN COORDINATES (ANGSTROEM)
O1 3.05411 2.54471 0.51488
C1 2.46736 1.48772 0.43159
N1 3.10065 0.29150 0.73171
C2 2.55435 -0.97729 0.62561
O2 3.21807 -1.96262 0.86660
C3 1.13840 -1.05154 0.21353
C4 0.50837 -2.27687 0.11044
C5 -0.82982 -2.35450 -0.27595
C6 -1.54486 -1.20744 -0.56221
C7 -0.92432 0.05341 -0.46607
C8 -1.63123 1.23662 -0.75625
C9 -1.00018 2.46182 -0.65986
C10 0.33830 2.54012 -0.27417
C11 1.05238 1.39395 0.01835
C12 0.43173 0.13265 -0.07398
H1 0.83631 3.49486 -0.19657
H2 -1.56329 3.35420 -0.88825
C13 -3.04974 1.16196 -1.16349
O3 -3.70172 2.14625 -1.43548
N2 -3.61019 -0.10411 -1.22542
C14 -2.96265 -1.30171 -0.96959
O4 -3.53452 -2.36516 -1.07810
C15 -5.01769 -0.16894 -1.61200
H3 -5.17042 0.54826 -2.42117
C16 -5.94928 0.16683 -0.44879
H4 -5.75240 1.18352 -0.10486
C17 -5.81124 -0.80903 0.71783
H5 -5.97474 -1.83018 0.37031
H6 -4.79856 -0.75706 1.13101
C18 -6.81532 -0.49697 1.82902
O5 -6.64464 0.78523 2.38319
H7 -5.74819 0.85699 2.72959
H8 -7.83206 -0.50467 1.43007
H9 -6.74426 -1.26555 2.61309
H10 -6.97368 0.13584 -0.82280
H11 -5.20494 -1.18288 -1.96869
H12 -1.32752 -3.30903 -0.35802
H13 1.07160 -3.17000 0.33552
C19 4.49532 0.36679 1.15584
H14 4.64787 1.35127 1.60096
H15 4.65638 -0.41217 1.90374
C20 5.44784 0.16596 -0.02124
C21 6.90147 0.31606 0.42306
H16 7.05307 1.32009 0.82201
H17 7.12136 -0.40397 1.21360
C22 7.88791 0.09324 -0.72707
O6 8.01279 -1.25624 -1.10130
H18 7.14075 -1.60154 -1.32180
H19 7.59165 0.70690 -1.59134
H20 8.89104 0.39634 -0.41849
H21 5.22241 0.90687 -0.79266
H22 5.27598 -0.83049 -0.43594

Computed properties:
HOMO: -0.347 Ha
total charge: 0
calculated total energy: -38439.0159 eV
structure (SMILES): O=C1c2ccc3c4c(ccc(c24)C(=O)N1CCCCO)C(=O)N(CCCCO)C3=O
maximum force: 0.67 eV/Å

---

Number 4 is which compound?
C22H22InN4O3Te

---

Please write out number 6 again, unchanged.
Entry from the OMol25 dataset: the molecule C22H22N2O6 (ωB97M-V/def2-TZVPD).

CARTESIAN COORDINATES (ANGSTROEM)
O1 3.05411 2.54471 0.51488
C1 2.46736 1.48772 0.43159
N1 3.10065 0.29150 0.73171
C2 2.55435 -0.97729 0.62561
O2 3.21807 -1.96262 0.86660
C3 1.13840 -1.05154 0.21353
C4 0.50837 -2.27687 0.11044
C5 -0.82982 -2.35450 -0.27595
C6 -1.54486 -1.20744 -0.56221
C7 -0.92432 0.05341 -0.46607
C8 -1.63123 1.23662 -0.75625
C9 -1.00018 2.46182 -0.65986
C10 0.33830 2.54012 -0.27417
C11 1.05238 1.39395 0.01835
C12 0.43173 0.13265 -0.07398
H1 0.83631 3.49486 -0.19657
H2 -1.56329 3.35420 -0.88825
C13 -3.04974 1.16196 -1.16349
O3 -3.70172 2.14625 -1.43548
N2 -3.61019 -0.10411 -1.22542
C14 -2.96265 -1.30171 -0.96959
O4 -3.53452 -2.36516 -1.07810
C15 -5.01769 -0.16894 -1.61200
H3 -5.17042 0.54826 -2.42117
C16 -5.94928 0.16683 -0.44879
H4 -5.75240 1.18352 -0.10486
C17 -5.81124 -0.80903 0.71783
H5 -5.97474 -1.83018 0.37031
H6 -4.79856 -0.75706 1.13101
C18 -6.81532 -0.49697 1.82902
O5 -6.64464 0.78523 2.38319
H7 -5.74819 0.85699 2.72959
H8 -7.83206 -0.50467 1.43007
H9 -6.74426 -1.26555 2.61309
H10 -6.97368 0.13584 -0.82280
H11 -5.20494 -1.18288 -1.96869
H12 -1.32752 -3.30903 -0.35802
H13 1.07160 -3.17000 0.33552
C19 4.49532 0.36679 1.15584
H14 4.64787 1.35127 1.60096
H15 4.65638 -0.41217 1.90374
C20 5.44784 0.16596 -0.02124
C21 6.90147 0.31606 0.42306
H16 7.05307 1.32009 0.82201
H17 7.12136 -0.40397 1.21360
C22 7.88791 0.09324 -0.72707
O6 8.01279 -1.25624 -1.10130
H18 7.14075 -1.60154 -1.32180
H19 7.59165 0.70690 -1.59134
H20 8.89104 0.39634 -0.41849
H21 5.22241 0.90687 -0.79266
H22 5.27598 -0.83049 -0.43594

Computed properties:
HOMO: -0.347 Ha
total charge: 0
calculated total energy: -38439.0159 eV
structure (SMILES): O=C1c2ccc3c4c(ccc(c24)C(=O)N1CCCCO)C(=O)N(CCCCO)C3=O
maximum force: 0.67 eV/Å

---

Number 4 is which compound?
C22H22InN4O3Te

---

Look up the calculated total energy of the third one.
-62579.0419 eV